# 1
{"formula": "C8H14N3O5S", "method": "ωB97M-V/def2-TZVPD", "e_homo_ev": -13.079, "charge": 1, "de_lowest_kj_mol": 332.9, "spin_multiplicity": 1, "elements": ["C", "C", "C", "C", "N", "N", "C", "O", "N", "O", "H", "H", "H", "H", "H", "H", "O", "S", "O", "O", "C", "C", "C", "H", "H", "H", "H", "H", "H", "H", "H"], "xyz": [[4.1033, -0.6018, -2.2224], [2.6249, 0.0166, -2.1480], [1.3398, -0.8868, -2.2419], [-0.0176, -0.0816, -2.1623], [-0.1224, 1.3126, -2.0330], [1.0048, 1.9965, -1.9351], [2.3625, 1.5585, -1.9765], [3.4311, 2.4998, -1.8338], [3.9015, 2.9588, -3.0342], [3.3015, 2.5272, -3.9620], [4.9015, 0.2235, -2.2276], [4.2926, -1.4237, -1.4591], [4.1755, -1.0942, -3.2670], [1.3934, -2.0178, -2.3334], [-0.9683, -0.7258, -2.2302], [0.8937, 3.0259, -1.8073], [-1.7883, -1.9369, 3.9774], [-2.5809, -1.7182, 2.7985], [-2.1589, -2.1873, 1.5025], [-2.9375, -0.1429, 2.6897], [-1.8613, 0.7933, 2.6760], [-1.1327, 0.7880, 1.3455], [-4.2233, -2.3082, 3.0908], [-1.1742, 0.6006, 3.5048], [-2.2973, 1.7813, 2.8418], [-0.6276, -0.1658, 1.1767], [-0.3766, 1.5767, 1.3129], [-1.8347, 0.9324, 0.5199], [-4.5695, -1.9330, 4.0528], [-4.1852, -3.3979, 3.1029], [-4.8699, -1.9697, 2.2819]], "atomic_forces_ev_per_a": [[-0.739, 0.529, -1.371], [-2.689, 0.320, 0.362], [0.517, 5.551, 0.721], [2.709, -0.458, -0.152], [1.022, -3.824, -0.159], [3.637, -0.148, -0.081], [-1.744, -3.873, -0.151], [-2.889, -2.032, 1.504], [-0.294, -0.098, -3.181], [1.120, 0.876, 1.196], [-1.276, -1.308, 0.390], [-0.381, 1.355, -0.792], [-0.154, 0.704, 1.639], [-0.131, 1.732, 0.114], [1.425, 1.645, 0.178], [-0.173, -1.009, -0.154], [0.055, 0.149, -0.754], [-0.651, 0.124, 0.181], [0.221, 0.206, 0.544], [-0.222, -0.736, 0.070], [0.671, 0.495, -0.058], [0.175, -0.240, -0.304], [-0.068, 0.166, -0.011], [-0.112, -0.137, -0.032], [-0.232, -0.277, 0.068], [-0.019, 0.046, 0.061], [-0.104, 0.059, 0.110], [0.006, 0.083, 0.104], [0.075, 0.002, -0.084], [0.152, 0.101, -0.012], [0.094, -0.002, 0.053]]}

# 2
{"formula": "C6H13FNO7P", "method": "ωB97M-V/def2-TZVPD", "e_homo_ev": -10.287, "spin_multiplicity": 1, "elements": ["O", "C", "F", "N", "C", "O", "O", "P", "O", "O", "O", "H", "H", "H", "C", "C", "O", "C", "C", "H", "H", "H", "H", "H", "H", "H", "H", "H", "H"], "xyz": [[-1.2013, 3.1183, -3.0164], [-0.1732, 2.3951, -2.5653], [1.1952, 2.8686, -2.9648], [-0.3959, 1.1921, -1.6529], [0.8744, 0.3702, -1.7885], [1.9720, 0.6470, -1.0800], [0.8554, -0.7352, -2.7644], [2.3078, -0.7637, -3.7401], [2.8079, 0.6742, -4.1988], [1.8618, -1.6326, -5.2238], [3.6569, -1.5439, -2.9622], [-0.5391, 1.5381, -0.6676], [1.4368, -0.9839, -5.8751], [3.4734, -1.7693, -2.0034], [-0.9707, 1.0097, 3.9644], [-1.1824, 0.9294, 2.4621], [-0.3737, -0.0553, 1.8256], [-0.5693, -1.4048, 2.2393], [-1.9766, -1.9181, 1.9913], [0.0895, 1.1571, 4.1979], [-1.5442, 1.8403, 4.3877], [-1.2907, 0.0920, 4.4655], [-0.9073, 1.8913, 2.0195], [-2.2377, 0.7681, 2.2206], [-0.2845, -1.5247, 3.2893], [0.1324, -2.0132, 1.6577], [-2.7120, -1.3863, 2.6020], [-2.0447, -2.9821, 2.2371], [-2.2601, -1.7783, 0.9433]], "atomic_forces_ev_per_a": [[7.444, -5.246, 3.323], [-5.012, 5.118, -2.750], [-4.292, -2.268, 1.675], [3.413, 0.936, -2.383], [5.818, 1.049, 3.676], [-7.254, -2.282, -4.645], [1.616, 2.428, 0.841], [3.036, 4.314, -3.299], [-2.418, -5.438, 2.031], [0.096, 1.735, 3.081], [-3.993, 0.527, -0.436], [0.581, -0.556, -1.177], [0.970, -0.800, 1.627], [0.019, 0.406, -1.444], [0.062, -0.141, 0.145], [0.034, -0.061, 0.136], [0.076, 0.091, -0.244], [-0.025, -0.077, -0.092], [-0.214, 0.141, 0.055], [-0.160, 0.044, -0.080], [0.078, -0.100, -0.083], [-0.050, 0.110, -0.018], [0.122, -0.165, -0.100], [-0.043, -0.043, 0.071], [-0.069, 0.022, 0.024], [0.004, 0.313, 0.023], [0.045, -0.116, -0.006], [0.036, 0.131, -0.041], [0.080, -0.068, 0.090]]}

# 3
{"formula": "C5H8O2S", "method": "ωB97M-V/def2-TZVPD", "e_homo_ev": -9.406, "de_lowest_kj_mol": 145.7, "spin_multiplicity": 1, "elements": ["C", "C", "C", "O", "C", "C", "O", "S", "H", "H", "H", "H", "H", "H", "H", "H"], "xyz": [[-0.4947, -0.6055, -2.5413], [0.3173, -0.3608, -1.5221], [0.0939, 0.7705, -0.6546], [-0.2853, 1.8313, -1.0810], [0.2011, 0.4661, 0.8358], [-0.4299, -0.7835, 1.3084], [-0.3254, 1.5088, 1.6496], [2.0460, 0.4047, 1.2683], [-0.4591, -1.5063, -3.0811], [-1.3504, 0.0661, -2.8316], [0.9679, -1.2641, -1.2559], [-1.4668, -0.4878, 1.3650], [-0.0497, -1.1913, 2.2108], [-0.4308, -1.5561, 0.5252], [-0.0248, 2.3192, 1.2947], [1.6907, 0.3886, 2.5098]], "atomic_forces_ev_per_a": [[-1.554, 1.770, -0.065], [0.853, -3.041, -0.691], [-0.459, 0.083, 0.479], [0.107, 0.476, 0.389], [1.668, 1.719, 1.522], [-1.471, -0.738, -1.937], [-0.583, -1.906, -0.145], [0.158, -0.022, -1.819], [0.281, -1.040, -0.612], [1.187, -0.463, 0.419], [-0.535, 1.808, -0.040], [-0.609, -0.297, 0.594], [0.270, -0.050, 0.824], [0.345, 0.115, 0.385], [0.484, 1.615, -0.709], [-0.141, -0.027, 1.408]]}

# 4
{"formula": "C35H32Cl2F10GeN4O2Ru", "method": "ωB97M-V/def2-TZVPD", "s_squared": 6.036, "e_homo_ev": [-7.822, -7.617], "de_lowest_kj_mol": 71.9, "spin_multiplicity": 5, "elements": ["Ru", "C", "N", "C", "C", "N", "C", "C", "F", "C", "F", "C", "F", "C", "F", "C", "F", "C", "C", "N", "C", "C", "F", "C", "F", "C", "F", "C", "F", "C", "F", "H", "H", "H", "H", "H", "H", "H", "H", "H", "H", "H", "C", "Ge", "C", "C", "C", "H", "H", "H", "H", "H", "H", "H", "H", "H", "H", "H", "Cl", "C", "C", "C", "C", "C", "Cl", "C", "N", "C", "C", "C", "C", "C", "C", "C", "C", "O", "O", "H", "H", "H", "H", "H", "H", "H", "H", "H", "H"], "xyz": [[0.0043, -0.1790, -1.2285], [0.7524, 2.5615, -2.9691], [0.2790, 2.1651, -1.6412], [-1.0381, 2.7343, -1.3548], [-2.0696, 1.8536, -2.0096], [-1.8830, 0.4927, -1.4878], [-3.0685, -0.1938, -1.2318], [-4.2128, -0.0748, -2.0277], [-4.2048, 0.7073, -3.1205], [-5.3926, -0.7422, -1.7479], [-6.4486, -0.5845, -2.5486], [-5.4734, -1.5863, -0.6551], [-6.6037, -2.2402, -0.3838], [-4.3589, -1.7383, 0.1524], [-4.4110, -2.5389, 1.2193], [-3.1963, -1.0459, -0.1324], [-2.1527, -1.2262, 0.6921], [1.2640, 2.4770, -0.6090], [2.5043, 1.6458, -0.8518], [2.1548, 0.3033, -1.3267], [3.2570, -0.4938, -1.5675], [3.1194, -1.7825, -2.1070], [1.8911, -2.2325, -2.4007], [4.1577, -2.6445, -2.3873], [3.8932, -3.8468, -2.9141], [5.4615, -2.2673, -2.1334], [6.4863, -3.0865, -2.3954], [5.6679, -1.0148, -1.5947], [6.9146, -0.6126, -1.3226], [4.6106, -0.1624, -1.3210], [4.9797, 1.0161, -0.7748], [0.9578, 3.6383, -2.9871], [0.0012, 2.3336, -3.7222], [1.6582, 2.0167, -3.2199], [-1.1137, 3.7751, -1.6938], [-1.1908, 2.7064, -0.2754], [-1.9794, 1.8763, -3.0996], [-3.0686, 2.2217, -1.7616], [0.8234, 2.2233, 0.3523], [1.5158, 3.5468, -0.6093], [3.0558, 1.6023, 0.0908], [3.1562, 2.1519, -1.5710], [0.6106, -0.7412, -4.7807], [-0.6172, -2.0483, -3.9853], [-2.4150, -1.6747, -4.6483], [-0.0651, -3.8543, -4.4547], [-0.7131, -1.9434, -2.0056], [0.1307, -0.2298, -5.6150], [1.5116, -1.2346, -5.1443], [0.9215, 0.0037, -4.0466], [-2.5232, -2.0189, -5.6770], [-2.6055, -0.6038, -4.6287], [-3.1730, -2.1719, -4.0423], [-0.0623, -3.9710, -5.5383], [-0.7453, -4.5911, -4.0290], [0.9383, -4.0450, -4.0779], [-0.1139, -2.7030, -1.5105], [-1.7569, -2.0683, -1.7223], [-0.8980, 3.5417, 2.6722], [-1.4454, 3.0026, 4.2353], [-2.2304, 3.8592, 4.9830], [-2.6545, 3.4706, 6.2432], [-2.3150, 2.2154, 6.7183], [-1.5561, 1.3574, 5.9402], [-1.2984, -0.2534, 6.5260], [-1.0628, 1.7315, 4.6844], [-0.2964, 0.8930, 3.8952], [0.8902, 0.2781, 4.3193], [1.6497, 0.8369, 5.3429], [2.8224, 0.2353, 5.7641], [3.2612, -0.9326, 5.1588], [2.5061, -1.4841, 4.1353], [1.3218, -0.9005, 3.7017], [0.5045, -1.5889, 2.6353], [0.5397, -0.9323, 1.2776], [0.9485, -1.6039, 0.2937], [0.0981, 0.2429, 1.1058], [-2.4868, 4.8282, 4.5795], [-3.2561, 4.1362, 6.8451], [-2.6616, 1.8728, 7.6827], [-0.4354, 0.9353, 2.8886], [1.3134, 1.7558, 5.8074], [3.3948, 0.6851, 6.5644], [4.1757, -1.4108, 5.4800], [2.8342, -2.3998, 3.6589], [-0.5440, -1.6228, 2.9476], [0.8591, -2.6084, 2.4979]], "atomic_forces_ev_per_a": [[0.219, 0.338, 0.130], [-0.017, -0.039, 0.000], [-0.188, 0.082, 0.159], [0.051, 0.008, 0.000], [-0.124, 0.042, 0.056], [0.089, -0.095, -0.007], [0.149, 0.159, 0.018], [-0.162, 0.056, -0.076], [0.000, -0.167, 0.014], [-0.046, -0.017, -0.041], [0.101, -0.019, 0.087], [-0.055, -0.044, 0.043], [0.147, 0.081, -0.035], [-0.023, -0.053, 0.102], [-0.001, 0.097, -0.149], [0.077, -0.190, 0.215], [-0.273, 0.030, -0.204], [0.024, 0.016, -0.038], [-0.079, 0.077, 0.093], [-0.124, -0.185, -0.228], [-0.022, 0.039, 0.166], [-0.059, -0.052, -0.054], [-0.023, 0.055, -0.041], [0.014, -0.083, -0.041], [0.026, 0.143, 0.060], [0.099, -0.102, -0.018], [-0.143, 0.105, 0.030], [0.086, 0.042, 0.014], [-0.133, -0.038, -0.029], [0.048, 0.043, 0.055], [0.177, -0.161, -0.057], [0.007, -0.001, -0.021], [-0.017, -0.003, -0.009], [0.017, -0.003, 0.001], [0.030, -0.021, -0.019], [-0.001, 0.022, 0.027], [-0.015, 0.033, 0.016], [0.106, -0.020, -0.009], [0.001, 0.029, 0.018], [0.008, -0.019, -0.026], [-0.092, 0.012, -0.037], [-0.035, -0.005, -0.002], [0.066, 0.027, 0.104], [-0.015, 0.098, 0.135], [-0.034, -0.043, -0.018], [-0.001, -0.042, -0.001], [0.305, 0.068, -0.113], [-0.004, 0.005, -0.023], [0.006, -0.024, -0.013], [0.002, -0.007, -0.040], [0.008, 0.003, -0.026], [-0.059, 0.085, 0.007], [-0.020, -0.021, 0.002], [0.007, -0.019, -0.029], [-0.009, -0.023, 0.004], [0.024, -0.026, 0.004], [-0.018, -0.064, -0.046], [0.040, 0.020, 0.022], [0.016, -0.042, -0.045], [0.049, 0.032, -0.007], [-0.031, 0.024, 0.039], [0.051, -0.035, -0.051], [-0.004, -0.003, -0.004], [-0.088, -0.055, 0.084], [0.088, 0.012, -0.025], [-0.011, 0.176, -0.058], [-0.236, -0.280, -0.249], [0.049, 0.071, 0.025], [0.027, 0.029, 0.042], [-0.006, -0.041, 0.007], [-0.045, 0.041, -0.020], [0.068, 0.038, -0.054], [0.010, -0.062, 0.000], [0.125, 0.092, 0.150], [0.130, -0.206, -0.169], [-0.320, -0.181, 0.136], [-0.079, 0.090, -0.120], [-0.006, 0.008, -0.003], [-0.014, 0.014, 0.010], [-0.004, -0.003, 0.018], [0.105, 0.038, 0.102], [-0.007, 0.004, 0.008], [0.016, 0.008, 0.014], [0.023, -0.012, 0.007], [0.007, -0.028, 0.000], [-0.025, 0.034, -0.034], [-0.029, 0.007, 0.065]]}